Formula: C25H64N3O6
Source: the Open Molecules 2025 dataset
Level of theory: the ωB97M-V functional and the def2-TZVPD basis

Computed properties:
- HOMO-LUMO gap (eV) = 6.9
- E_LUMO (eV) = -4.1
- HOMO (eV) = -10.9
- total charge = +1

XYZ file:
```
98
Properties=species:S:1:pos:R:3:forces:R:3
C 1.2105 -2.6988 2.6834 1.057 -0.546 -0.706
C 0.5223 -2.5261 1.2055 -0.238 0.443 0.820
C -0.6959 -1.3855 1.3013 0.011 -1.052 -1.688
C -0.3609 -0.1919 0.2292 0.932 0.474 0.715
C -1.3979 1.0767 0.2487 0.363 0.058 -1.301
C -2.9764 0.6869 0.4520 -0.224 1.790 -0.425
C -3.5346 1.5778 1.7158 -1.115 -0.027 0.245
C -3.4787 0.8243 3.1704 -0.221 0.405 0.339
C -4.8425 -0.0706 3.4801 0.033 0.131 0.695
C -4.4935 -1.6773 3.6998 0.772 0.839 1.059
N -5.6417 -2.5942 3.2489 0.776 -1.357 -4.137
C -5.6687 -3.1157 1.9531 0.893 -0.431 -0.703
N -6.8619 -3.7409 1.2044 2.803 -0.004 0.117
C -6.7688 -3.0355 -0.1649 -0.150 2.080 0.041
C -5.2068 -2.4606 -0.2638 -1.662 0.611 1.112
N -4.5760 -3.2250 0.9122 -1.532 2.070 2.229
H 2.1983 -3.3438 2.5519 -2.037 1.374 0.320
H 0.5386 -3.2720 3.4523 1.066 1.346 -1.467
H 1.5560 -1.6461 3.0827 -0.863 -2.053 -0.657
H 0.1093 -3.5732 0.8135 0.921 2.357 0.850
H 1.3232 -2.1146 0.4501 -1.518 -0.962 1.493
H -0.8949 -1.0219 2.3962 0.508 -0.597 -2.092
H -1.6591 -1.9490 0.8842 1.668 1.235 1.068
H -0.1840 -0.6391 -0.8634 -0.677 0.941 2.453
H 0.7042 0.2466 0.5437 -2.208 -1.000 -0.735
H -1.0597 1.9258 1.0164 -0.775 -2.154 -1.450
H -1.3079 1.5949 -0.8227 -0.103 -1.084 2.356
H -3.2063 -0.4586 0.5148 0.600 2.166 0.221
H -3.5641 1.0826 -0.5091 1.260 -0.964 2.058
H -4.6768 1.8495 1.5087 2.362 -0.520 0.504
H -2.9746 2.6271 1.8033 -1.076 -2.470 -0.392
H -2.5401 0.1321 3.2669 -1.694 1.422 -0.144
H -3.3998 1.6659 4.0133 -0.130 -1.980 -1.823
H -5.3105 0.2977 4.5024 0.862 -0.713 -2.211
H -5.6495 0.1057 2.6508 1.561 -0.542 1.425
H -4.3510 -1.8584 4.8710 -0.200 0.219 -2.768
H -3.4841 -1.9368 3.1504 -2.226 0.273 1.071
H -6.4202 -2.8132 3.9155 0.791 0.341 -1.209
H -6.4047 -4.6635 0.9411 -0.968 0.915 0.910
H -7.4258 -2.0603 0.0273 1.103 -2.337 -1.207
H -7.1061 -3.7020 -1.0932 0.632 1.445 2.473
H -5.3170 -1.3794 0.2130 0.621 -1.800 -2.121
H -4.6876 -2.5438 -1.3171 -0.875 0.083 2.526
H -3.6405 -2.8211 1.1368 -1.013 -0.348 0.162
C 3.1532 -0.6097 -1.8798 0.084 -0.216 0.020
C 2.9024 0.6609 -2.6653 0.085 -0.069 0.314
O 1.7628 1.3330 -2.1497 -0.327 0.225 0.280
H 2.2829 -1.2721 -1.9315 0.088 0.052 -0.120
H 4.0261 -1.1421 -2.2679 -0.060 -0.005 0.100
H 3.3195 -0.3842 -0.8214 0.130 0.037 -0.075
H 2.7151 0.4295 -3.7181 -0.105 0.162 0.151
H 3.7631 1.3342 -2.6078 0.120 -0.119 -0.121
H 1.9427 1.5416 -1.2169 0.016 -0.044 -0.471
C 2.1435 3.6239 -5.0379 -0.169 -0.008 0.178
C 3.5505 3.7968 -5.5716 -0.353 -0.026 -0.235
O 3.7192 3.0270 -6.7528 0.050 -0.055 -0.326
H 1.9414 2.5701 -4.8202 0.093 0.171 0.063
H 1.9985 4.2075 -4.1245 -0.067 -0.074 -0.043
H 1.4055 3.9428 -5.7811 0.092 0.088 0.055
H 4.2840 3.4566 -4.8346 0.002 -0.033 -0.229
H 3.7559 4.8462 -5.8039 0.029 0.097 0.210
H 3.0691 3.3427 -7.4037 0.194 -0.132 0.233
C -0.8147 2.0789 6.2058 -0.060 0.229 0.014
C -1.4494 0.7617 6.6015 0.360 0.205 0.012
O -1.2039 -0.2151 5.6005 0.191 -0.428 -0.331
H -1.2158 2.4269 5.2483 -0.026 -0.034 0.138
H -0.9988 2.8440 6.9652 0.090 -0.028 -0.095
H 0.2663 1.9642 6.0755 -0.062 0.026 0.134
H -2.5321 0.8755 6.7093 0.110 -0.172 -0.102
H -1.0441 0.4005 7.5516 -0.130 0.138 0.102
H -0.2399 -0.3149 5.5185 -0.508 0.004 0.038
C 5.3112 -5.8306 1.8165 -0.022 -0.233 -0.044
C 5.3645 -4.4823 1.1282 0.147 -0.192 0.257
O 4.5956 -3.5357 1.8556 -0.129 0.361 0.349
H 4.2772 -6.1818 1.8953 0.127 0.049 -0.105
H 5.8955 -6.5730 1.2655 -0.040 0.021 0.117
H 5.7024 -5.7604 2.8367 0.091 -0.025 -0.114
H 4.9526 -4.5521 0.1171 -0.034 0.182 0.189
H 6.3940 -4.1184 1.0572 0.045 -0.130 -0.160
H 4.9747 -3.4749 2.7493 -0.194 -0.024 -0.485
C 2.2845 3.3022 -10.9608 0.110 -0.170 -0.110
C 1.0093 3.6346 -10.2140 0.251 0.091 -0.252
O 1.3171 4.3248 -9.0118 0.196 0.356 0.414
H 2.9428 2.6839 -10.3418 -0.147 0.014 -0.079
H 2.0647 2.7657 -11.8881 0.087 0.070 0.047
H 2.8398 4.2140 -11.2040 -0.105 -0.053 -0.088
H 0.4685 2.7199 -9.9537 0.057 0.219 0.145
H 0.3513 4.2635 -10.8214 -0.063 -0.146 -0.104
H 1.7896 5.1396 -9.2544 -0.269 -0.413 0.136
C 2.8999 2.5788 3.3349 -0.165 0.124 0.129
C 3.0348 1.5059 2.2742 0.327 0.226 0.200
O 3.7745 2.0058 1.1700 0.226 0.011 -0.215
H 2.3974 3.4620 2.9271 0.002 -0.170 0.035
H 2.3279 2.2107 4.1912 0.070 0.074 0.010
H 3.8853 2.9053 3.6830 -0.086 -0.120 0.056
H 2.0488 1.1981 1.9134 0.180 0.049 -0.108
H 3.5479 0.6245 2.6705 -0.168 -0.110 0.110
H 4.6512 2.2684 1.4993 -0.453 -0.128 -0.254
```
Positions in Å, forces in eV/Å.